C18H15N3O6 | ωB97M-V/def2-TZVPD

Summary:
- lowest unoccupied orbital energy (spin up / spin down) (eV) = -5.66 / -9.29
- total charge = +1
- 2S+1 = 2
- E (Ha) = -1309.94781

Atoms and positions in Å:
O 1.070 0.341 3.211
O 1.211 -1.687 -3.548
O -0.524 -1.024 -4.690
O -2.548 -1.580 1.644
O -4.121 -2.939 2.073
O 0.618 2.394 3.406
N -3.162 -2.288 2.423
N 0.625 -0.867 -4.251
N 0.733 1.392 2.739
C 2.807 0.380 -4.265
C 0.428 1.573 1.340
C -1.887 -2.654 6.464
C 0.207 0.577 -0.909
C 1.820 2.126 -6.180
C 0.291 1.854 -1.438
C -3.446 -3.131 4.690
C -1.119 -1.863 5.640
C 1.494 0.301 -4.665
C 0.327 2.977 -0.597
C 0.990 1.180 -5.615
C -3.067 -3.182 5.995
C 0.339 0.448 0.432
C -2.621 -2.389 3.794
C 3.671 1.299 -4.878
C 3.131 2.160 -5.862
C 0.373 2.843 0.786
C -1.404 -1.808 4.306
H -1.752 -2.912 7.504
H 4.715 1.315 -4.604
H -4.313 -3.672 4.343
H -0.830 -1.093 3.736
H 3.794 2.841 -6.376
H -0.222 -1.362 5.973
H -3.625 -3.855 6.629
H 0.159 -0.360 -1.443
H 0.364 -0.555 0.832
H 1.313 2.835 -6.818
H 0.327 3.954 -1.058
H 0.371 3.731 1.400
H 3.224 -0.307 -3.544
H 0.214 1.887 -2.515
H 0.028 1.120 -6.103

Here are the Löwdin charges for atoms 1 to 8, given in e: 0.138 0.050 0.080 0.033 0.096 0.137 -0.362 -0.327